This record from the Open Molecules 2025 dataset describes a structure of composition C39H97N6O13Zn. The level of theory is ωB97M-V/def2-TZVPD.

Element x y z (Å)
Zn1 -0.2084 -2.6625 1.5629
C1 -0.3329 0.6059 -1.0600
C2 0.5201 -0.6909 -1.1501
C3 1.9761 -0.1644 -1.3289
O1 0.4877 -1.6384 -0.0228
H1 -1.0116 0.3741 -0.2392
H2 -0.8724 0.8035 -1.9863
H3 0.2227 1.5096 -0.8094
H4 0.3275 -1.1239 -2.1318
H5 2.0494 0.5716 -2.1295
H6 2.4263 -1.0951 -1.6743
H7 2.4936 0.3362 -0.5106
C4 5.7537 -2.0259 0.8469
O2 4.4105 -2.2804 1.3478
C5 3.8464 -1.1667 1.9782
C6 4.0176 -1.1457 3.5738
N1 3.3096 -2.3282 4.0552
C7 3.8266 -2.6109 5.3628
C8 2.9657 -3.7237 6.1091
O3 3.4810 -4.8727 5.3298
C9 2.7207 -6.1033 5.6673
H8 5.7659 -1.1268 0.2309
H9 6.0021 -2.8884 0.2284
H10 6.2935 -1.6834 1.7298
H11 2.7712 -1.3241 1.8935
H12 4.0876 -0.2280 1.4796
H13 3.4986 -0.3639 4.1284
H14 5.0759 -1.1103 3.8326
H15 2.3585 -2.1869 4.3644
H16 3.8936 -1.6419 5.8575
H17 4.8416 -2.9866 5.2337
H18 1.9084 -3.5353 5.9232
H19 3.2582 -3.6993 7.1588
H20 1.7941 -6.2088 5.1032
H21 2.4339 -5.9785 6.7115
H22 3.5063 -6.8538 5.5794
C10 3.2660 2.7548 4.6725
O4 2.1976 3.3498 3.9229
C11 1.4824 2.4659 3.1595
C12 -0.0058 2.7678 3.0669
N2 -0.3193 3.4965 1.8516
C13 0.1226 4.8729 1.7329
C14 -0.3701 5.4210 0.4281
O5 0.0518 6.8363 0.3144
C15 -0.5618 7.6027 -0.7047
H23 3.9271 3.4382 5.2054
H24 3.9446 2.2170 4.0103
H25 2.9071 2.0751 5.4454
H26 1.6669 1.4987 3.6271
H27 1.9851 2.3790 2.1962
H28 -0.4100 3.2378 3.9634
H29 -0.5802 1.8469 3.1670
H30 0.1793 2.9378 1.1739
H31 1.2015 5.0070 1.6544
H32 -0.2329 5.5654 2.4959
H33 -1.4556 5.3552 0.3543
H34 0.0896 4.8299 -0.3640
H35 -0.1102 8.5583 -0.9709
H36 -1.5762 7.7265 -0.3254
H37 -0.5759 7.0075 -1.6177
C16 -0.7326 -5.5190 -0.5818
O6 -1.0411 -4.1833 -0.1890
C17 -2.3298 -3.7818 -0.6869
C18 -2.5925 -2.4374 0.0778
N3 -2.2996 -2.4085 1.4598
C19 -3.0424 -3.4177 2.3041
C20 -4.5710 -3.3470 2.1740
O7 -5.0076 -2.1349 2.8718
C21 -6.3426 -1.6539 2.6475
H38 0.2412 -5.6868 -0.1217
H39 -0.4138 -5.6366 -1.6175
H40 -1.3882 -6.3099 -0.2173
H41 -3.0086 -4.6014 -0.4510
H42 -2.2605 -3.6113 -1.7613
H43 -3.5890 -2.0671 -0.1630
H44 -2.0108 -1.6462 -0.3951
H45 -2.8344 -1.5855 1.6981
H46 -2.7434 -3.4148 3.3523
H47 -2.8222 -4.3609 1.8041
H48 -5.1790 -4.1980 2.4807
H49 -4.8850 -3.0859 1.1634
H50 -6.5902 -0.7640 3.2261
H51 -7.0240 -2.4742 2.8733
H52 -6.4168 -1.4512 1.5791
C22 3.1211 -5.0203 -4.5129
O8 3.4692 -4.9030 -3.1972
C23 2.4011 -4.7509 -2.2868
C24 3.0695 -4.3582 -0.9503
N4 3.9349 -5.3279 -0.2795
C25 3.3224 -6.6742 -0.0910
C26 4.2285 -7.5518 0.7723
O9 4.3079 -7.1348 2.1635
C27 5.0400 -7.8538 3.0334
H53 3.0924 -6.0794 -4.7689
H54 3.8745 -4.3554 -4.9353
H55 2.1901 -4.5455 -4.8226
H56 1.7975 -5.6529 -2.1862
H57 1.7609 -3.9484 -2.6531
H58 2.2860 -4.1055 -0.2358
H59 3.6728 -3.4824 -1.1894
H60 4.7461 -5.2684 -0.8782
H61 3.0766 -7.0759 -1.0740
H62 2.3546 -6.7754 0.4002
H63 5.2132 -7.5874 0.3064
H64 3.7534 -8.5255 0.6528
H65 5.2455 -7.3914 3.9988
H66 5.9836 -8.1888 2.6029
H67 4.5872 -8.7565 3.4434
C28 -4.5072 2.3134 -2.3436
O10 -4.4949 1.5097 -1.0994
C29 -3.5946 1.9230 -0.0199
C30 -4.0598 1.3367 1.2749
N5 -3.7028 2.1117 2.4857
C31 -4.7109 3.0765 2.8756
C32 -4.1803 4.0680 3.9091
O11 -4.1233 3.5701 5.2887
C33 -3.2146 2.4918 5.6747
H68 -4.5309 3.3794 -2.1172
H69 -5.3607 2.1454 -3.0005
H70 -3.6696 2.0569 -2.9922
H71 -3.8073 2.9887 0.0644
H72 -2.5298 1.9562 -0.2505
H73 -3.6163 0.3412 1.2531
H74 -5.1310 1.1529 1.3578
H75 -2.8328 2.5683 2.2517
H76 -5.5510 2.4995 3.2620
H77 -5.0660 3.6561 2.0235
H78 -4.9457 4.8379 4.0065
H79 -3.1764 4.3864 3.6283
H80 -3.1424 2.4144 6.7595
H81 -2.2332 2.7937 5.3088
H82 -3.6200 1.5979 5.2008
C34 -0.6900 3.4053 -3.8189
O12 -0.3300 3.3656 -5.1802
C35 -1.0442 4.2928 -5.9603
C36 -0.5499 4.3376 -7.3829
N6 -1.4584 5.1561 -8.1898
C37 -1.0569 5.5912 -9.5080
C38 -2.0220 6.6164 -10.2559
O13 -2.4691 7.6094 -9.3902
C39 -1.5926 8.5976 -9.0815
H83 -0.8133 4.3863 -3.3602
H84 0.1320 2.8000 -3.4365
H85 -1.6766 2.9905 -3.6124
H86 -1.0721 5.2376 -5.4174
H87 -2.0365 3.8749 -6.1299
H88 -0.4913 3.3474 -7.8347
H89 0.4525 4.7657 -7.3960
H90 -2.4176 4.8473 -8.2573
H91 -0.8868 4.6628 -10.0532
H92 -0.0980 6.1063 -9.4501
H93 -2.9683 6.1800 -10.5756
H94 -1.6695 7.0911 -11.1716
H95 -0.7371 8.2418 -8.5074
H96 -1.9478 9.3806 -8.4114
H97 -1.1231 9.0303 -9.9649

The strongest force on any atom comes out at 4.41 eV/Å. Its total charge is 0. Its spin multiplicity is 2. The value obtained for the frontier orbital gap (spin up / spin down) is 6.6 / 7.7 eV.

Mulliken population analysis, charges in e, atoms 1 to 6: -0.715 -0.494 0.165 -1.434 0.658 -0.075



This record from the Open Molecules 2025 dataset describes a structure of composition C7H13N. The level of theory is ωB97M-V/def2-TZVPD.

Element x y z (Å)
C1 -0.9499 -1.0025 -1.2436
C2 1.7612 0.5058 1.1795
C3 1.9002 -1.3199 -0.5396
C4 -0.2440 -0.0667 -0.2912
C5 1.0473 -0.2649 0.1062
N1 -2.7724 0.6789 0.3988
C6 -0.5408 1.4044 -0.4401
C7 -1.4865 1.2379 0.5538
H1 -2.8586 -0.2080 0.8756
H2 -3.5142 1.3109 0.6619
H3 0.2294 2.1594 -0.3565
H4 -1.4717 1.9645 1.3652
H5 -0.3894 -1.1175 -2.1717
H6 -1.9109 -0.5822 -1.5278
H7 -1.0993 -1.9844 -0.7884
H8 2.6323 1.0228 0.7694
H9 1.1311 1.2466 1.6616
H10 1.3316 -2.1960 -0.8469
H11 2.1440 -0.1904 1.9307
H12 2.3852 -0.9131 -1.4306
H13 2.6754 -1.6856 0.1336

The strongest force on any atom comes out at 4.09 eV/Å. Its total charge is 0. The value obtained for the energy above the lowest of the compared OMol25 structures with the same formula, charge and spin is 99.6 kcal per mole. Its spin multiplicity is 1. The value obtained for the frontier orbital gap is 7.8 eV.

Mulliken population analysis, charges in e, atoms 1 to 6: -1.887 -1.580 -1.452 0.809 0.964 -0.508



This record from the Open Molecules 2025 dataset describes a structure of composition C12H30BrN11O3Yb. The level of theory is ωB97M-V/def2-TZVPD.

Element x y z (Å)
Yb1 0.0999 0.2202 0.0414
N1 2.1644 1.5828 0.5559
C1 1.9840 3.0272 0.2631
C2 1.5114 3.1429 -1.1603
N2 0.2327 2.4108 -1.3653
C3 -0.9737 3.2767 -1.1989
C4 -1.6100 3.1416 0.1594
N3 -1.9502 1.7185 0.3964
H1 2.3866 1.4504 1.5400
H2 2.9917 1.2596 0.0602
H3 2.9028 3.5940 0.4115
H4 1.2518 3.4287 0.9640
H5 2.2583 2.6849 -1.8141
H6 1.4267 4.1867 -1.4669
H7 0.2334 2.1171 -2.3360
H8 -1.6929 2.9906 -1.9709
H9 -0.7237 4.3196 -1.3991
H10 -2.4883 3.7839 0.2241
H11 -0.9317 3.4623 0.9495
H12 -2.7560 1.4795 -0.1775
H13 -2.2870 1.6020 1.3478
N4 2.1811 -0.2106 -3.0803
N5 3.1132 -1.1741 -2.6637
C5 3.1397 -1.6783 -1.4246
N6 4.0514 -2.6014 -1.1683
N7 2.2223 -1.1659 -0.5519
N8 2.1785 -1.6746 0.7084
O1 2.8308 -2.5522 1.1786
O2 1.2782 -1.0764 1.3908
H14 1.7022 -0.5845 -3.8949
H15 2.6932 0.6145 -3.3805
H16 3.8063 -1.4996 -3.3252
H17 4.7053 -2.8906 -1.8811
H18 4.1205 -3.0118 -0.2506
N9 -0.5121 -2.2491 -0.6118
C6 -1.5665 -2.4078 -1.6466
C7 -2.3731 -1.1419 -1.7340
N10 -1.4357 -0.0195 -1.9960
H19 0.2683 -2.8516 -0.8520
H20 -0.8428 -2.6225 0.2732
H21 -2.2029 -3.2709 -1.4547
H22 -1.0755 -2.5930 -2.6038
H23 -2.8775 -0.9394 -0.7848
H24 -3.1445 -1.2227 -2.4991
H25 -1.9696 0.8249 -2.1772
H26 -0.9516 -0.2068 -2.8729
O3 -2.4764 -2.1651 5.6759
C8 -2.1788 -1.7468 4.4551
C9 -2.6325 -2.3444 3.2755
C10 -2.2371 -1.8022 2.0784
N11 -1.4355 -0.7210 1.9586
C11 -1.0580 -0.1822 3.1147
Br1 -0.0110 1.4010 2.9488
C12 -1.3625 -0.6165 4.3751
H27 -3.0631 -2.9354 5.6769
H28 -3.2899 -3.2038 3.2921
H29 -2.6112 -2.2375 1.1586
H30 -1.0131 -0.1204 5.2691

The strongest force on any atom comes out at 1.37 eV/Å. Its total charge is +3. The value obtained for the energy above the lowest of the compared OMol25 structures with the same formula, charge and spin is 9.6 kcal per mole. Its spin multiplicity is 2. The value obtained for the frontier orbital gap (spin up / spin down) is 8.7 / 8.7 eV.

Mulliken population analysis, charges in e, atoms 1 to 6: 1.492 -0.484 -0.539 -0.761 -0.099 -0.880



This record from the Open Molecules 2025 dataset describes a structure of composition C5H8O. The level of theory is ωB97M-V/def2-TZVPD.

Element x y z (Å)
C1 1.6702 -0.0888 -0.1349
C2 0.2502 0.0853 0.4010
C3 -0.8290 1.1514 0.1524
C4 -1.6993 -0.1029 -0.0671
O1 -0.5328 -0.8625 -0.3699
C5 1.6053 -1.5925 -0.0399
H1 1.7905 0.3869 -1.1179
H2 2.4163 0.2851 0.5749
H3 0.2506 -0.1843 1.4679
H4 -0.6868 1.7072 -0.7778
H5 -1.0984 1.8202 0.9734
H6 -2.4341 -0.1254 -0.8743
H7 -2.1371 -0.4844 0.8649
H8 1.4344 -1.9953 -1.0527

The strongest force on any atom comes out at 0.58 eV/Å. Its total charge is 0. The value obtained for the energy above the lowest of the compared OMol25 structures with the same formula, charge and spin is 132.3 kcal per mole. Its spin multiplicity is 1. The value obtained for the frontier orbital gap is 8.6 eV.

Mulliken population analysis, charges in e, atoms 1 to 6: -0.391 0.069 -0.514 -0.323 -0.392 -0.370